Here is a molecular structure, C10H13F2NNiO10S2 at a distorted geometry from the OMol25 dataset. Energies are from ωB97M-V/def2-TZVPD.

molar mass = 468.034 g mol⁻¹
Kohn-Sham gap (alpha / beta) = 6.21 / 6.20 eV
max |F| = 5.30 eV Å⁻¹
E = -100694.0182 eV
total charge = -2
energy above the lowest of the compared OMol25 structures with the same formula, charge and spin = 16.74 kcal per mole
⟨S²⟩ = 2.0051
spin multiplicity = 3

Cartesian coordinates (Å):
1 Ni 23.967 3.953 18.872
2 C 25.207 5.314 14.957
3 C 24.343 5.627 13.809
4 C 22.800 5.462 13.989
5 O 22.164 5.523 12.923
6 C 22.313 5.116 15.292
7 C 23.175 4.835 16.295
8 C 24.667 4.845 16.146
9 O 25.384 4.674 17.179
10 O 22.618 4.638 17.460
11 O 24.735 6.093 12.753
12 H 26.280 5.385 14.835
13 H 21.245 5.183 15.442
14 N 23.358 5.432 19.995
15 S 21.693 5.726 20.345
16 O 21.062 6.764 19.607
17 O 21.279 5.555 21.710
18 F 21.142 4.364 19.654
19 S 23.908 6.532 20.963
20 O 24.121 6.087 22.305
21 O 23.544 7.918 20.769
22 F 25.388 6.496 20.330
23 O 23.639 2.091 19.058
24 H 23.539 1.147 19.010
25 C 26.828 1.213 19.546
26 C 26.757 2.604 18.865
27 O 26.087 3.556 19.759
28 C 26.801 3.817 20.947
29 C 28.024 4.628 20.722
30 H 27.314 0.558 18.819
31 H 27.498 1.165 20.407
32 H 25.829 0.935 19.873
33 H 27.762 2.960 18.621
34 H 26.395 2.550 17.841
35 H 26.042 4.338 21.535
36 H 27.058 2.950 21.566
37 H 28.798 4.041 20.221
38 H 28.398 5.038 21.661
39 H 27.862 5.428 19.997

=====

Here is a molecular structure, C10H13FMnNS3Si from the OMol25 dataset. Energies are from ωB97M-V/def2-TZVPD.

molar mass = 345.444 g mol⁻¹
Kohn-Sham gap (alpha / beta) = 5.79 / 8.00 eV
max |F| = 0.98 eV Å⁻¹
E = -86493.5700 eV
total charge = 0
⟨S²⟩ = 6.3184
spin multiplicity = 5

Cartesian coordinates (Å):
1 Mn -1.568 1.019 -0.508
2 S -5.817 1.562 0.420
3 C -4.211 1.408 0.191
4 S -3.294 2.345 -0.972
5 S -3.179 0.311 1.048
6 C 2.713 0.758 1.266
7 Si 0.997 1.266 0.708
8 C -0.048 1.969 2.119
9 C 0.989 2.605 -0.665
10 N -0.019 0.044 -0.027
11 C 0.161 -1.239 -0.472
12 C 1.191 -2.124 -0.126
13 C 1.225 -3.406 -0.650
14 C 0.245 -3.862 -1.520
15 C -0.786 -3.009 -1.898
16 C -0.781 -1.743 -1.382
17 F -1.759 -0.832 -1.762
18 H 3.220 1.612 1.721
19 H 3.328 0.401 0.439
20 H 2.656 -0.032 2.017
21 H 0.459 2.765 2.669
22 H -0.329 1.187 2.825
23 H -0.976 2.393 1.724
24 H 1.243 3.600 -0.293
25 H -0.015 2.690 -1.112
26 H 1.670 2.363 -1.482
27 H 1.950 -1.795 0.571
28 H 2.035 -4.069 -0.372
29 H 0.275 -4.872 -1.904
30 H -1.575 -3.316 -2.571

=====

Here is a molecular structure, C10H13N13O2PtS from the OMol25 dataset. Energies are from ωB97M-V/def2-TZVPD.

molar mass = 574.448 g mol⁻¹
Kohn-Sham gap (alpha / beta) = 8.49 / 4.29 eV
max |F| = 0.33 eV Å⁻¹
E = -48108.3156 eV
total charge = +2
energy above the lowest of the compared OMol25 structures with the same formula, charge and spin = 0.00 kcal per mole
⟨S²⟩ = 6.0320
spin multiplicity = 5

Cartesian coordinates (Å):
1 Pt -0.407 1.190 -0.621
2 N -1.609 4.483 0.036
3 C -0.432 4.340 -0.552
4 N 0.387 5.380 -0.885
5 N 1.423 4.849 -1.430
6 N 1.309 3.498 -1.457
7 N 0.152 3.180 -0.918
8 C -2.457 3.433 0.340
9 N -3.663 3.580 0.847
10 N -4.147 2.346 0.937
11 N -3.267 1.483 0.523
12 N -2.175 2.144 0.136
13 H -1.927 5.427 0.252
14 O 4.712 -3.910 -1.074
15 C 4.687 -3.606 0.295
16 N 3.465 -2.826 0.443
17 C 2.965 -2.547 1.657
18 O 3.496 -2.848 2.703
19 C 1.661 -1.772 1.709
20 C 0.915 -1.863 2.883
21 C -0.267 -1.152 3.007
22 C -0.666 -0.333 1.973
23 N 0.072 -0.221 0.852
24 C 1.214 -0.933 0.715
25 H 5.531 -4.366 -1.293
26 H 5.545 -3.006 0.610
27 H 4.628 -4.494 0.929
28 H 2.931 -2.728 -0.405
29 H 1.292 -2.493 3.681
30 H -0.874 -1.216 3.899
31 H -1.579 0.245 2.021
32 H 1.770 -0.784 -0.203
33 N -3.585 -0.377 -1.630
34 C -2.734 -0.424 -2.622
35 N -3.048 -0.926 -3.800
36 S -1.048 0.109 -2.508
37 H -4.530 -0.717 -1.761
38 H -3.397 0.105 -0.745
39 H -3.975 -1.279 -4.000
40 H -2.368 -0.972 -4.545